Record 1
Here is the molecule C4H6F2N2 from OMol25. Energies are from the ωB97M-V functional and the def2-TZVPD basis.

HOMO in eV: -9.94
E in hartree: -465.0449
F_max in eV Å⁻¹: 5.35
Kohn-Sham gap in eV: 10.8
LUMO level in eV: 0.85
Energy above the lowest of the compared OMol25 structures with the same formula, charge and spin in kJ/mol: 542.4
SMILES: C=CC/C(=N/F)NF
Spin multiplicity: 1
Molar mass in g mol⁻¹: 120.10
Charge: 0

Geometry (Å):
1 C -0.643 2.219 -0.567
2 C 0.196 1.244 -0.216
3 C 0.166 -0.041 -0.894
4 C 0.469 -1.147 0.069
5 N 1.381 -1.981 -0.122
6 F 1.361 -3.104 0.671
7 N -0.638 -1.167 1.188
8 F -0.417 -1.965 2.272
9 H -0.645 3.142 -0.006
10 H -1.157 2.189 -1.478
11 H 0.860 1.217 0.694
12 H 0.725 -0.218 -1.803
13 H -0.874 -0.211 -1.117
14 H -0.783 -0.177 1.310

Let us look at the Löwdin charges, expressed in e, one per atom: 0.033 -0.207 -0.178 -0.272 0.093 -0.063 0.051 -0.047 0.061 0.053 0.135 0.131 0.123 0.086

Record 2
Here is a structure of composition C3H4N2O from OMol25. Energies are from the ωB97M-V functional and the def2-TZVPD basis.

HOMO in eV: -10.23
E in hartree: -301.3951
F_max in eV Å⁻¹: 5.48
Kohn-Sham gap in eV: 10.5
LUMO level in eV: 0.26
Energy above the lowest of the compared OMol25 structures with the same formula, charge and spin in kJ/mol: 241.9
Spin multiplicity: 1
Molar mass in g mol⁻¹: 84.08
Charge: 0

Geometry (Å):
1 O -1.214 1.713 0.339
2 C -0.384 0.842 0.111
3 C -0.903 -0.609 0.005
4 N 0.142 -1.548 -0.115
5 C 1.294 -1.746 -0.207
6 N 0.969 0.980 -0.097
7 H -1.479 -0.851 0.894
8 H -1.547 -0.706 -0.868
9 H 1.811 -0.003 -0.122
10 H 1.304 1.938 0.062

Let us look at the Löwdin charges, expressed in e, one per atom: 0.036 -0.539 -0.128 -0.049 0.051 0.093 0.131 0.133 0.172 0.100

Record 3
Here is a structure of composition C22H60As4Cl2N2OSi3V from OMol25. Energies are from the ωB97M-V functional and the def2-TZVPD basis.

HOMO (spin up / spin down) in eV: -15.02 / -15.02
E in hartree: -12734.1920
F_max in eV Å⁻¹: 0.96
Kohn-Sham gap (spin up / spin down) in eV: 5.2 / 6.1
LUMO level (spin up / spin down) in eV: -9.82 / -8.92
Expectation value of S²: 2.08
Spin multiplicity: 3
Molar mass in g mol⁻¹: 874.53
Charge: +3

Geometry (Å):
1 V 0.106 0.053 0.346
2 Cl -0.368 -0.594 2.871
3 C -1.607 0.667 3.010
4 Cl -1.479 1.664 1.538
5 H -1.391 1.283 3.876
6 H -2.591 0.212 3.030
7 C -0.891 -3.188 -1.462
8 As -1.406 -2.125 0.075
9 C -1.128 -3.442 1.478
10 C -3.350 -2.001 0.088
11 C -4.031 -1.238 -1.059
12 C -5.540 -1.215 -0.777
13 C -3.583 0.233 -1.065
14 As -1.754 0.813 -1.452
15 C -2.175 2.711 -1.516
16 C -1.364 0.472 -3.322
17 C -3.746 -1.865 -2.430
18 As -4.250 -3.711 -3.059
19 C -4.617 -4.773 -1.445
20 C -6.106 -3.381 -3.578
21 H -1.688 -3.893 -1.696
22 H 0.000 -3.747 -1.186
23 H -0.691 -2.585 -2.344
24 H -1.534 -4.394 1.136
25 H -1.640 -3.151 2.391
26 H -0.064 -3.565 1.680
27 H -3.618 -1.564 1.056
28 H -3.690 -3.035 0.111
29 H -5.766 -0.677 0.146
30 H -5.933 -2.225 -0.680
31 H -6.074 -0.727 -1.592
32 H -3.777 0.686 -0.086
33 H -4.188 0.797 -1.780
34 H -2.918 2.828 -2.304
35 H -1.311 3.326 -1.751
36 H -2.614 3.031 -0.572
37 H -2.281 0.649 -3.885
38 H -1.032 -0.545 -3.508
39 H -0.615 1.194 -3.645
40 H -2.672 -1.805 -2.636
41 H -4.213 -1.233 -3.193
42 H -3.698 -5.063 -0.933
43 H -5.065 -5.695 -1.818
44 H -5.318 -4.329 -0.741
45 H -6.136 -2.574 -4.309
46 H -6.754 -3.141 -2.737
47 H -6.476 -4.282 -4.064
48 C 4.553 -0.781 0.235
49 Si 4.140 1.017 -0.109
50 C 3.701 1.412 -1.888
51 C 5.587 2.057 0.412
52 As 2.150 1.454 1.166
53 Si 2.745 0.790 3.422
54 C 4.425 1.485 3.799
55 C 2.812 -1.089 3.438
56 C 1.481 1.491 4.621
57 Si 1.880 3.867 1.117
58 C 1.197 4.158 -0.597
59 C 0.747 4.412 2.489
60 C 3.532 4.692 1.315
61 H 5.323 -0.822 1.009
62 H 4.972 -1.266 -0.649
63 H 3.711 -1.370 0.598
64 H 4.208 0.733 -2.577
65 H 4.042 2.420 -2.129
66 H 2.630 1.377 -2.092
67 H 6.466 1.614 -0.071
68 H 5.777 2.044 1.482
69 H 5.528 3.089 0.078
70 H 5.214 0.979 3.244
71 H 4.631 1.327 4.862
72 H 4.493 2.558 3.616
73 H 3.847 -1.426 3.355
74 H 2.262 -1.577 2.627
75 H 2.426 -1.479 4.383
76 H 0.689 2.065 4.140
77 H 1.979 2.170 5.316
78 H 1.031 0.699 5.223
79 H 0.626 3.297 -0.945
80 H 2.010 4.321 -1.307
81 H 0.553 5.040 -0.625
82 H -0.292 4.101 2.381
83 H 0.754 5.506 2.483
84 H 1.110 4.106 3.470
85 H 4.127 4.647 0.405
86 H 4.126 4.305 2.143
87 H 3.342 5.750 1.523
88 N 1.800 -1.167 -3.167
89 C 1.811 -1.508 -1.879
90 N 2.491 -2.589 -1.503
91 O 1.144 -0.829 -1.033
92 H 2.342 -1.655 -3.862
93 H 1.308 -0.335 -3.442
94 H 3.018 -3.143 -2.159
95 H 2.590 -2.801 -0.524

Let us look at the Löwdin charges, expressed in e, one per atom: 0.191 0.669 -0.758 0.646 0.056 0.062 -0.250 1.111 -0.272 -0.297 -0.656 -0.034 -0.320 1.087 -0.256 -0.250 -0.385 1.149 -0.339 -0.323 0.018 0.039 0.019 0.054 0.025 0.035 0.091 0.063 0.098 0.075 0.104 0.074 0.103 0.060 0.020 0.025 0.058 0.012 0.044 -0.004 0.076 0.003 0.035 0.019 0.027 0.022 0.032 -0.205 0.334 -0.204 -0.184 0.819 0.326 -0.197 -0.231 -0.218 0.333 -0.206 -0.203 -0.186 0.048 0.043 -0.012 0.043 0.045 -0.001 0.062 0.019 0.025 0.028 0.060 0.030 0.044 -0.015 0.047 -0.014 0.055 0.038 -0.023 0.044 0.054 0.002 0.057 0.026 0.028 0.030 0.059 0.243 -0.602 0.235 -0.260 0.149 0.108 0.149 0.123

Record 4
Here is a cluster of 6 separate species, C21H44N6O7 in total from OMol25. Energies are from the ωB97M-V functional and the def2-TZVPD basis.

HOMO in eV: -8.96
E in hartree: -1681.8607
F_max in eV Å⁻¹: 1.26
Kohn-Sham gap in eV: 9.7
LUMO level in eV: 0.69
Energy above the lowest of the compared OMol25 structures with the same formula, charge and spin in kJ/mol: 0.0
SMILES: [H]/N=C\C[C@H]1CCC(=O)O1.CNC(C)=O.CNC(C)=O.CNC(C)=O.CNC(C)=O.CNC(C)=O
Spin multiplicity: 1
Molar mass in g mol⁻¹: 492.62
Charge: 0

Geometry (Å):
1 H 4.525 -2.353 3.666
2 N 5.003 -1.515 3.327
3 C 4.680 -1.270 2.124
4 C 3.701 -2.056 1.290
5 C 2.317 -1.994 1.890
6 C 1.612 -0.641 1.925
7 C 0.252 -1.156 2.395
8 C 0.110 -2.375 1.509
9 O -0.871 -2.900 1.083
10 O 1.366 -2.814 1.201
11 H 5.139 -0.406 1.645
12 H 3.705 -1.725 0.257
13 H 4.027 -3.100 1.293
14 H 2.400 -2.272 2.949
15 H 1.547 -0.222 0.920
16 H 2.028 0.094 2.609
17 H 0.359 -1.561 3.405
18 H -0.595 -0.480 2.372
19 C 1.302 0.125 -3.384
20 N 2.318 -0.218 -2.399
21 C 3.522 0.365 -2.184
22 C 3.901 1.517 -3.079
23 O 4.254 -0.046 -1.289
24 H 0.374 0.384 -2.887
25 H 1.129 -0.727 -4.046
26 H 1.616 0.972 -3.982
27 H 2.128 -0.990 -1.779
28 H 4.883 1.877 -2.788
29 H 3.938 1.209 -4.120
30 H 3.180 2.329 -2.980
31 C -3.948 -6.753 3.408
32 N -4.410 -5.677 4.262
33 C -3.960 -4.396 4.309
34 C -2.847 -4.007 3.372
35 O -4.459 -3.595 5.087
36 H -4.764 -7.120 2.782
37 H -3.575 -7.584 4.010
38 H -3.148 -6.407 2.763
39 H -5.156 -5.868 4.911
40 H -2.636 -2.953 3.519
41 H -1.947 -4.592 3.571
42 H -3.140 -4.155 2.333
43 C 4.731 6.515 -6.184
44 N 4.358 5.168 -5.802
45 C 4.990 4.001 -6.098
46 C 6.247 4.084 -6.933
47 O 4.549 2.937 -5.697
48 H 4.906 7.129 -5.299
49 H 3.938 6.978 -6.773
50 H 5.638 6.504 -6.779
51 H 3.528 5.045 -5.244
52 H 6.626 3.077 -7.077
53 H 6.037 4.528 -7.906
54 H 7.008 4.680 -6.429
55 C -4.800 1.958 -3.664
56 N -3.369 2.165 -3.777
57 C -2.390 1.759 -2.929
58 C -2.811 0.988 -1.699
59 O -1.218 2.010 -3.164
60 H -5.173 1.397 -4.522
61 H -5.322 2.916 -3.624
62 H -5.033 1.402 -2.763
63 H -3.024 2.672 -4.577
64 H -1.923 0.737 -1.129
65 H -3.473 1.587 -1.073
66 H -3.326 0.067 -1.974
67 C -4.797 0.054 6.857
68 N -4.368 -0.614 5.646
69 C -3.861 -0.039 4.528
70 C -3.735 1.472 4.529
71 O -3.510 -0.699 3.561
72 H -4.218 -0.301 7.712
73 H -5.851 -0.150 7.052
74 H -4.665 1.128 6.777
75 H -4.451 -1.626 5.624
76 H -3.315 1.778 3.576
77 H -4.710 1.944 4.653
78 H -3.077 1.808 5.331

Let us look at the Löwdin charges, expressed in e, one per atom: 0.043 0.092 -0.233 -0.118 -0.337 -0.103 -0.066 -0.470 0.125 0.058 0.107 0.085 0.129 0.141 0.125 0.126 0.133 0.122 -0.062 0.016 -0.539 -0.019 0.007 0.052 0.085 0.077 0.129 0.083 0.068 0.086 -0.077 0.008 -0.525 -0.011 0.017 0.082 0.082 0.072 0.137 0.057 0.090 0.090 -0.078 0.008 -0.540 -0.010 0.030 0.083 0.083 0.069 0.140 0.082 0.084 0.084 -0.077 0.006 -0.542 -0.003 0.019 0.083 0.082 0.071 0.138 0.078 0.085 0.088 -0.079 0.022 -0.543 -0.017 0.022 0.083 0.083 0.065 0.099 0.076 0.081 0.081